{"formula": "C18H45AlNO11P2", "method": "ωB97M-V/def2-TZVPD", "species": ["C", "C", "C", "Al", "C", "C", "C", "O", "C", "C", "C", "C", "N", "O", "O", "C", "C", "H", "H", "H", "H", "H", "H", "H", "H", "H", "H", "H", "H", "H", "H", "H", "H", "H", "H", "H", "H", "H", "H", "H", "H", "H", "H", "H", "C", "O", "P", "O", "O", "C", "O", "C", "H", "H", "H", "H", "H", "H", "H", "H", "H", "C", "O", "P", "O", "O", "C", "O", "C", "H", "H", "H", "H", "H", "H", "H", "H", "H"], "positions_angstrom": [[-3.48, -1.26, -3.24], [-2.20, -1.72, -3.97], [-1.37, -0.54, -4.53], [0.22, -0.03, -3.36], [1.68, 0.68, -4.59], [2.28, 2.06, -4.23], [2.34, 3.03, -5.41], [1.12, 3.14, -6.13], [0.04, 3.60, -5.36], [-0.24, 1.41, -1.98], [-1.09, 0.98, -0.76], [-2.51, 1.47, -0.72], [-2.71, 2.84, -0.91], [-3.46, 0.74, -0.43], [0.80, -1.56, -2.60], [1.48, -1.46, -1.38], [0.76, -2.31, -0.32], [-3.48, -0.18, -3.12], [-3.59, -1.72, -2.26], [-4.36, -1.52, -3.83], [-2.50, -2.38, -4.79], [-1.59, -2.33, -3.31], [-2.02, 0.31, -4.75], [-0.91, -0.88, -5.46], [2.49, -0.05, -4.64], [1.26, 0.75, -5.60], [1.74, 2.56, -3.42], [3.31, 1.94, -3.91], [2.63, 4.03, -5.07], [3.08, 2.68, -6.13], [0.37, 4.07, -4.43], [-0.49, 4.37, -5.94], [-0.64, 2.79, -5.12], [-0.75, 2.19, -2.55], [0.68, 1.87, -1.63], [-0.63, 1.41, 0.14], [-1.12, -0.10, -0.59], [-3.67, 3.02, -1.16], [-2.10, 3.23, -1.62], [1.62, -0.43, -1.03], [2.46, -1.94, -1.52], [1.09, -2.09, 0.70], [-0.31, -2.13, -0.37], [0.91, -3.36, -0.55], [4.62, -1.02, 4.81], [5.62, -1.32, 3.83], [5.28, -2.35, 2.66], [3.86, -2.65, 2.49], [6.20, -3.61, 2.96], [5.99, -4.31, 4.19], [6.00, -1.69, 1.43], [5.62, -2.18, 0.13], [5.13, -0.88, 5.76], [4.10, -0.11, 4.54], [3.89, -1.83, 4.91], [4.94, -4.33, 4.47], [6.57, -3.83, 4.99], [6.34, -5.33, 4.06], [4.70, -1.70, -0.19], [5.48, -3.26, 0.13], [6.43, -1.93, -0.56], [-5.00, 1.12, 2.35], [-4.76, 0.25, 3.48], [-4.89, 0.81, 4.95], [-5.60, 2.08, 5.10], [-3.40, 0.81, 5.52], [-2.44, 1.63, 4.84], [-5.51, -0.42, 5.72], [-6.04, -0.18, 7.03], [-4.30, 0.85, 1.56], [-6.02, 0.97, 2.00], [-4.87, 2.17, 2.62], [-2.89, 2.55, 4.48], [-2.01, 1.07, 4.01], [-1.66, 1.87, 5.56], [-7.05, 0.21, 6.95], [-5.42, 0.52, 7.58], [-6.05, -1.14, 7.54]], "mulliken_charge": [-0.9943, -0.3188, -0.8225, -0.8157, -0.7213, -0.3397, -0.8282, -0.3899, -0.5055, -0.4262, 0.2465, 0.2836, -0.5425, -0.6981, -0.4176, 0.1038, -1.3123, 0.1179, 0.2569, 0.3695, 0.3793, 0.1976, 0.4343, 0.4186, 0.4382, 0.4762, 0.0753, 0.4146, 0.3832, 0.3736, 0.3052, 0.3438, -0.0088, 0.0087, 0.5037, 0.3530, -0.3144, 0.2890, 0.3146, 0.1921, 0.2238, 0.2857, 0.2950, 0.3328, -0.6470, -0.3464, 1.0142, -0.5678, -0.3213, -0.6523, -0.3603, -0.6606, 0.2511, 0.2680, 0.3325, 0.3294, 0.2402, 0.2636, 0.2641, 0.3025, 0.2917, -0.3963, -0.2864, 0.9758, -0.6679, -0.3119, -0.6373, -0.3423, -0.6470, 0.1101, 0.2826, 0.3158, 0.3310, 0.2430, 0.2659, 0.2578, 0.3044, 0.2401], "total_charge": -1, "fmax_ev_per_a": 1.3, "orbital_gap_ev": 6.7, "total_energy_ev": -68590.4632}

---

{"formula": "C37H79N2O3", "method": "ωB97M-V/def2-TZVPD", "species": ["C", "O", "C", "C", "C", "C", "C", "C", "C", "C", "C", "C", "C", "C", "C", "C", "C", "C", "C", "C", "C", "O", "C", "N", "C", "C", "C", "O", "C", "N", "H", "H", "H", "H", "H", "H", "H", "H", "H", "H", "H", "H", "H", "H", "H", "H", "H", "H", "H", "H", "H", "H", "H", "H", "H", "H", "H", "H", "H", "H", "H", "H", "H", "H", "H", "H", "H", "H", "H", "H", "H", "H", "H", "H", "H", "H", "H", "H", "H", "H", "H", "C", "C", "C", "C", "C", "C", "H", "H", "H", "H", "H", "H", "H", "H", "H", "H", "H", "H", "H", "H", "C", "C", "C", "C", "C", "C", "H", "H", "H", "H", "H", "H", "H", "H", "H", "H", "H", "H", "H", "H"], "positions_angstrom": [[11.31, -2.28, -1.37], [10.35, -1.28, -1.61], [10.12, -0.47, -0.48], [8.99, 0.53, -0.75], [7.93, 0.07, -1.77], [6.48, 0.41, -1.37], [5.65, 1.02, -2.50], [4.42, 1.78, -1.99], [3.33, 1.96, -3.04], [2.48, 3.22, -2.83], [1.07, 3.09, -3.42], [0.06, 2.60, -2.37], [-1.34, 2.35, -2.96], [-1.57, 0.90, -3.35], [-2.75, 0.60, -4.29], [-2.91, -0.92, -4.15], [-4.28, -1.48, -4.44], [-4.44, -2.98, -4.16], [-3.36, -3.91, -4.74], [-2.66, -4.75, -3.67], [-1.54, -5.65, -4.23], [-1.57, -6.96, -3.72], [-2.62, -7.75, -4.22], [-2.56, -1.05, -2.71], [-1.87, -0.07, -2.24], [-1.53, 0.06, -0.80], [-2.80, 0.21, 0.05], [-3.61, 1.18, -0.61], [-2.43, 0.66, 1.46], [-1.62, 1.87, 1.40], [12.30, -1.84, -1.20], [11.04, -2.88, -0.49], [11.34, -2.92, -2.25], [11.04, 0.07, -0.22], [9.87, -1.11, 0.38], [8.50, 0.74, 0.20], [9.43, 1.48, -1.08], [8.04, -1.00, -1.92], [8.15, 0.53, -2.74], [5.99, -0.50, -1.02], [6.48, 1.11, -0.52], [5.33, 0.23, -3.19], [6.28, 1.70, -3.08], [4.74, 2.76, -1.62], [4.01, 1.25, -1.12], [3.79, 1.99, -4.03], [2.67, 1.08, -3.04], [2.41, 3.41, -1.76], [2.98, 4.08, -3.27], [1.09, 2.36, -4.24], [0.72, 4.04, -3.84], [0.46, 1.67, -1.95], [0.01, 3.31, -1.55], [-2.13, 2.67, -2.27], [-1.45, 2.95, -3.86], [-0.67, 0.51, -3.84], [-2.61, 0.95, -5.31], [-3.65, 1.06, -3.86], [-2.12, -1.43, -4.71], [-5.00, -0.93, -3.82], [-4.53, -1.25, -5.48], [-4.50, -3.13, -3.07], [-5.42, -3.29, -4.53], [-2.60, -3.34, -5.29], [-3.80, -4.58, -5.47], [-2.24, -4.09, -2.90], [-3.39, -5.38, -3.17], [-0.56, -5.25, -3.97], [-1.60, -5.67, -5.33], [-3.53, -7.65, -3.62], [-2.86, -7.49, -5.26], [-2.30, -8.79, -4.19], [-2.86, -1.84, -2.14], [-0.90, 0.93, -0.64], [-0.96, -0.82, -0.47], [-3.33, -0.75, 0.11], [-4.53, 1.08, -0.33], [-1.86, -0.14, 1.96], [-3.36, 0.79, 2.03], [-2.10, 2.54, 0.78], [-1.60, 2.32, 2.31], [1.55, 0.01, 1.97], [1.40, -0.67, 3.32], [0.49, 0.09, 4.28], [0.93, 1.52, 4.60], [2.33, 1.63, 5.20], [2.49, 0.89, 6.52], [2.02, 0.99, 2.06], [2.17, -0.58, 1.29], [0.57, 0.16, 1.50], [2.39, -0.81, 3.78], [1.00, -1.68, 3.18], [0.38, -0.48, 5.20], [-0.52, 0.14, 3.84], [0.21, 1.95, 5.30], [0.88, 2.13, 3.69], [2.56, 2.69, 5.34], [3.07, 1.26, 4.48], [1.78, 1.26, 7.26], [3.50, 1.02, 6.92], [2.33, -0.18, 6.40], [-8.26, 1.39, 4.71], [-7.20, 0.90, 5.69], [-6.36, 2.02, 6.30], [-5.57, 2.85, 5.28], [-4.62, 2.03, 4.40], [-3.55, 1.28, 5.19], [-7.81, 1.89, 3.85], [-8.86, 0.56, 4.33], [-8.93, 2.10, 5.18], [-6.55, 0.17, 5.20], [-7.69, 0.36, 6.51], [-5.68, 1.60, 7.04], [-7.02, 2.70, 6.85], [-4.98, 3.60, 5.82], [-6.25, 3.40, 4.64], [-4.14, 2.71, 3.69], [-5.20, 1.32, 3.80], [-2.94, 1.98, 5.77], [-2.87, 0.74, 4.52], [-3.98, 0.56, 5.88]], "mulliken_charge": [-0.7355, -0.2603, -0.6277, -0.7339, -0.4746, -0.7055, -0.7053, -0.6999, -0.3584, -0.9813, -1.0368, -0.5012, -1.0725, 1.0910, -1.2810, 0.3124, -1.2409, -0.9922, -0.4580, -0.0134, -0.8526, -0.4071, -0.6919, 0.2952, -0.3332, -0.8291, -0.2019, -0.5065, -0.1148, -0.4326, 0.2817, 0.3169, 0.2315, 0.3739, 0.3643, 0.3540, 0.2172, 0.4228, 0.3417, 0.2527, 0.4191, 0.2484, 0.4242, 0.3699, 0.1474, 0.4017, 0.2446, 0.4424, 0.4535, 0.3158, 0.4397, 0.2589, 0.3380, 0.3146, 0.6083, 0.2035, 0.4777, 0.2743, 0.3706, 0.3005, 0.3443, 0.4393, 0.4874, 0.3533, 0.4046, -0.0898, 0.3013, 0.3523, 0.4556, 0.2514, 0.3146, 0.2673, 0.4136, 0.0874, 0.5078, 0.5000, 0.3769, 0.2858, -0.2327, 0.2210, 0.2922, -0.7283, -0.7793, 0.3178, -0.4562, -0.6065, -1.2402, 0.2667, 0.4737, -0.0890, 0.3252, 0.3887, 0.4561, -0.6269, 0.4045, 0.2412, 0.4136, 0.2360, 0.2946, 0.3965, 0.2884, -1.1975, -0.3661, -0.7874, -0.9995, -0.1069, -0.7391, 0.2702, 0.3772, 0.3036, 0.2511, 0.3900, 0.3156, 0.4274, 0.3958, 0.3708, 0.2834, 0.2084, 0.2864, 0.0073, 0.3387], "total_charge": 1, "fmax_ev_per_a": 0.3, "orbital_gap_ev": 7.6, "total_energy_ev": -48767.3685}

---

{"formula": "C4H7NO", "method": "ωB97M-V/def2-TZVPD", "species": ["C", "N", "C", "C", "C", "O", "H", "H", "H", "H", "H", "H", "H"], "positions_angstrom": [[-0.38, -1.62, 0.32], [0.14, -0.37, -0.24], [1.33, -0.35, -0.78], [-0.48, 1.97, 0.24], [-0.80, 0.66, -0.32], [-1.36, 1.06, 0.92], [-0.63, -1.42, 1.37], [-1.29, -1.90, -0.21], [0.38, -2.40, 0.25], [1.85, -1.27, -1.00], [1.73, 0.61, -1.11], [0.46, 2.16, 0.75], [-0.96, 2.86, -0.18]], "mulliken_charge": [-0.9260, 0.2337, -0.2822, -0.2773, -0.2922, -0.3836, 0.3132, 0.3361, 0.3199, 0.2027, 0.2695, 0.2645, 0.2218], "fmax_ev_per_a": 0.3, "orbital_gap_ev": [7.6, 7.6], "total_energy_ev": -7794.7292, "de_lowest_kcal_mol": 113.35}

---

{"formula": "C5H13NO2Si", "method": "ωB97M-V/def2-TZVPD", "species": ["C", "C", "C", "C", "C", "N", "O", "O", "Si", "H", "H", "H", "H", "H", "H", "H", "H", "H", "H", "H", "H", "H"], "positions_angstrom": [[-3.00, -0.25, -0.15], [-4.34, -0.51, 0.38], [0.90, -2.48, 0.79], [3.50, 2.02, 0.72], [1.16, 0.50, -1.45], [-2.00, -0.70, 0.45], [1.77, -1.37, 0.86], [2.98, 0.71, 1.03], [1.70, 0.11, 0.37], [-2.98, 0.11, -1.18], [-4.83, -1.35, -0.14], [-5.17, 0.24, 0.28], [-4.49, -0.88, 1.41], [1.45, -3.24, 1.20], [0.45, -2.66, -0.14], [0.08, -2.20, 1.43], [2.63, 2.64, 0.51], [4.20, 1.84, -0.03], [3.98, 2.52, 1.71], [1.21, 1.53, -1.60], [1.91, 0.19, -2.15], [0.23, -0.12, -1.72]], "mulliken_charge": [0.1808, -1.0581, -0.6397, -0.6375, -1.0540, -0.3372, -0.1336, -0.1858, 0.0021, 0.3172, 0.2710, 0.3041, 0.3167, 0.3051, 0.2935, 0.3023, 0.3321, 0.2403, 0.2070, 0.3610, 0.3813, 0.2313], "fmax_ev_per_a": 5.0, "orbital_gap_ev": [10.4, 5.2], "total_energy_ev": -18855.0584, "de_lowest_kcal_mol": 118.66}

---

{"formula": "C7H18N4", "method": "ωB97M-V/def2-TZVPD", "species": ["C", "C", "C", "C", "C", "C", "C", "N", "N", "N", "N", "H", "H", "H", "H", "H", "H", "H", "H", "H", "H", "H", "H", "H", "H", "H", "H", "H", "H"], "positions_angstrom": [[-1.53, 0.94, -2.78], [-1.97, 1.40, -0.37], [1.83, 2.15, -0.36], [-2.85, 0.66, 1.83], [1.39, -1.78, 1.90], [0.82, -2.31, -0.44], [1.08, -0.07, 0.13], [-1.50, 1.20, -1.46], [1.88, 0.77, -0.17], [-2.32, 1.56, 0.83], [1.57, -1.42, 0.43], [-1.02, 1.72, -3.28], [-0.75, 0.17, -2.90], [2.38, 2.52, 0.51], [2.28, 2.57, -1.27], [0.71, 2.39, -0.12], [-2.45, -0.34, 1.75], [-3.91, 0.61, 1.79], [-2.50, 1.08, 2.75], [0.29, -1.79, 1.95], [1.67, -2.82, 1.97], [1.94, -1.24, 2.60], [-0.11, -2.50, -0.06], [0.78, -2.00, -1.46], [1.41, -3.28, -0.38], [0.05, -0.07, 0.44], [-2.39, 0.75, -3.38], [-2.24, 2.54, 1.15], [2.65, -1.50, 0.26]], "mulliken_charge": [-0.7557, 0.4847, -0.5513, -0.7730, -0.7467, -0.9025, 0.0497, 0.0083, -0.2589, -0.2299, -0.1389, 0.3798, 0.2497, 0.3373, 0.2658, 0.1317, 0.2753, 0.3446, 0.3466, 0.3006, 0.3864, 0.3410, 0.4038, 0.3884, 0.3854, 0.1015, 0.3950, 0.3290, 0.4523], "total_charge": 2, "fmax_ev_per_a": 7.6, "orbital_gap_ev": 10.2, "total_energy_ev": -13491.5735, "de_lowest_kcal_mol": 83.92}

---

{"formula": "C31H31F4MgN6O2Se", "method": "ωB97M-V/def2-TZVPD", "species": ["Mg", "C", "N", "C", "C", "C", "N", "C", "C", "F", "C", "F", "C", "C", "F", "C", "F", "H", "H", "H", "H", "H", "H", "H", "H", "H", "H", "H", "O", "C", "N", "C", "C", "O", "N", "C", "C", "C", "C", "C", "C", "C", "C", "C", "C", "C", "C", "H", "H", "H", "H", "H", "H", "H", "H", "H", "H", "H", "Se", "C", "N", "C", "C", "C", "C", "C", "N", "H", "H", "H", "H", "H", "H", "H", "H", "H"], "positions_angstrom": [[0.08, 0.73, -1.99], [2.84, 4.30, 0.68], [2.43, 2.96, 0.33], [2.00, 2.22, 1.50], [3.48, 2.27, -0.41], [3.01, 0.99, -1.11], [2.08, 1.21, -2.20], [2.53, 1.60, -3.39], [1.57, 1.75, -4.43], [0.28, 1.45, -4.08], [1.84, 2.14, -5.71], [0.84, 2.25, -6.59], [3.14, 2.43, -6.10], [4.11, 2.29, -5.13], [5.39, 2.57, -5.46], [3.84, 1.90, -3.84], [4.91, 1.81, -3.00], [3.71, 4.32, 1.37], [2.02, 4.82, 1.17], [3.12, 4.85, -0.22], [2.84, 2.01, 2.19], [1.53, 1.28, 1.23], [1.26, 2.81, 2.04], [4.33, 2.02, 0.26], [3.87, 2.96, -1.17], [2.52, 0.35, -0.38], [3.90, 0.45, -1.44], [3.38, 2.75, -7.11], [0.15, -1.47, -2.56], [0.01, -1.71, -1.36], [-0.31, -2.91, -0.79], [-0.57, -2.74, 0.63], [-0.14, -1.24, 0.79], [-0.14, -0.68, 1.87], [0.15, -0.73, -0.42], [0.26, -3.72, 1.44], [1.43, -3.34, 2.09], [2.20, -4.28, 2.75], [1.81, -5.61, 2.78], [0.64, -6.00, 2.14], [-0.13, -5.05, 1.48], [-2.06, -2.77, 0.98], [-3.02, -2.51, 0.01], [-4.37, -2.44, 0.36], [-4.75, -2.62, 1.68], [-3.79, -2.86, 2.65], [-2.45, -2.94, 2.30], [-0.59, -3.70, -1.34], [1.73, -2.30, 2.08], [3.11, -3.98, 3.25], [2.41, -6.35, 3.30], [0.32, -7.03, 2.16], [-1.06, -5.35, 1.00], [-2.74, -2.33, -1.02], [-5.09, -2.20, -0.40], [-5.80, -2.55, 1.96], [-4.08, -2.99, 3.69], [-1.70, -3.11, 3.06], [-4.87, 0.29, -2.51], [-3.08, 0.50, -2.49], [-1.93, 0.66, -2.48], [-1.70, 2.25, 2.81], [-2.42, 2.19, 1.46], [-3.36, 3.39, 1.27], [-3.21, 0.87, 1.33], [-1.41, 2.22, 0.40], [-0.65, 2.23, -0.46], [-2.45, 2.17, 3.61], [-1.16, 3.19, 2.93], [-1.00, 1.42, 2.91], [-4.11, 3.38, 2.06], [-3.87, 3.32, 0.31], [-2.81, 4.33, 1.32], [-4.00, 0.87, 2.08], [-2.56, 0.02, 1.51], [-3.67, 0.78, 0.35]], "mulliken_charge": [1.5030, -1.0974, 0.5632, -1.0916, -0.8254, -1.1455, -0.0915, 0.8723, 0.0826, -0.2227, 0.0422, -0.3202, -0.6521, 0.1725, -0.3393, 0.0931, -0.3586, 0.4121, 0.2880, 0.3112, 0.3207, 0.1487, 0.2908, 0.2892, 0.5541, 0.0915, 0.5476, 0.4871, -0.7304, -0.2260, -0.0491, 4.4107, -1.8210, -0.7267, 0.3052, -0.9251, -0.0557, -1.0542, -0.3925, -0.9603, 0.0047, -0.9220, -0.1121, -0.7842, -0.4151, -0.9159, -0.1276, 0.3230, 0.4610, 0.4174, 0.3778, 0.3801, 0.4126, 0.3629, 0.3629, 0.4043, 0.3822, 0.4744, -0.3454, 0.1761, -0.6356, -1.7435, 2.9422, -1.9299, -1.3388, -0.6061, -0.4085, 0.4754, 0.3894, 0.1892, 0.4306, 0.4058, 0.4210, 0.5831, 0.0507, 0.1573], "total_charge": -1, "fmax_ev_per_a": 0.2, "orbital_gap_ev": 7.2, "total_energy_ev": -127354.0463, "de_lowest_kcal_mol": 8.39}